[1]
The following is a quantum chemistry calculation of 4 unconnected molecules or ions with the total composition C34H45BIO13P2 at a distorted geometry, from the Open Molecules 2025 dataset.

As for the molar mass: 861.385 g/mol. The HOMO-LUMO gap comes out at 2.869 eV. Its LUMO energy is -0.292 eV. The net charge is -1. The spin multiplicity is 1.

Last column: Mulliken charge in e.
Atoms and positions in Å:
C 1.68 5.50 1.85  -1.075
C 2.71 4.55 1.16  -0.587
B 2.48 3.02 1.61  1.484
O 3.03 2.83 2.90  -0.922
P 1.66 1.56 0.56  1.394
C 2.98 1.92 -0.83  -1.670
C 2.99 0.40 1.39  -1.734
C 3.36 -0.95 0.75  -1.095
C 2.72 -2.19 1.41  0.641
C 3.61 -3.44 1.18  -0.972
O 3.01 -4.30 0.17  -0.368
C 2.09 -5.14 0.67  0.241
O 2.32 -5.99 1.42  -0.455
C 0.45 2.79 -0.45  -0.677
C -0.87 3.18 0.14  -0.633
O -1.87 2.69 -0.24  -0.619
O -0.99 4.22 1.06  0.092
C -1.94 5.13 0.67  0.677
C -3.33 4.94 1.19  -1.168
O -1.65 6.03 0.00  -0.490
C 0.78 0.12 -0.40  -0.246
C 1.09 -0.29 -1.83  -1.351
C 1.10 -1.84 -1.92  -1.213
I -0.51 0.16 -3.30  -0.112
P 0.04 1.18 2.14  0.432
C 0.26 -0.42 3.04  -0.982
O 0.20 2.33 3.39  -0.595
H 2.20 6.21 2.49  0.303
H 1.06 6.05 1.14  0.210
H 1.07 4.91 2.53  0.226
H 2.75 4.69 0.08  0.332
H 3.69 4.89 1.51  0.555
H 3.94 3.15 2.87  0.250
H 3.48 1.03 -1.21  0.098
H 3.80 2.55 -0.47  0.201
H 2.48 2.39 -1.67  0.471
H 2.89 0.25 2.47  0.727
H 3.91 0.98 1.29  0.335
H 3.33 -0.99 -0.34  -0.128
H 4.43 -1.11 0.97  1.020
H 2.64 -1.99 2.47  0.328
H 1.76 -2.45 0.95  -0.358
H 4.59 -3.17 0.79  0.378
H 3.72 -3.99 2.12  0.372
H 1.06 -4.96 0.32  0.352
H 0.94 3.73 -0.73  0.812
H 0.16 2.38 -1.41  0.224
H -4.03 4.97 0.35  0.312
H -3.45 4.00 1.71  0.278
H -3.58 5.75 1.88  0.338
H 0.69 -0.78 0.21  -0.385
H -0.27 0.44 -0.40  0.983
H 1.99 0.00 -2.37  0.740
H 1.28 -2.18 -2.94  0.547
H 1.85 -2.29 -1.26  0.254
H 0.13 -2.23 -1.62  0.215
H 0.17 -1.30 2.41  0.096
H -0.58 -0.48 3.74  0.458
H 1.16 -0.46 3.68  0.381
H 0.74 1.96 4.11  0.282
C -3.91 -2.49 1.18  -0.355
C -5.20 -2.55 0.87  -0.422
C -5.73 -1.88 -0.35  0.357
O -6.91 -1.93 -0.64  -0.608
C -4.76 -1.15 -1.19  -0.608
C -3.47 -1.08 -0.88  0.285
C -2.94 -1.75 0.33  -0.008
O -1.77 -1.71 0.62  -0.323
H -3.50 -2.97 2.06  0.455
H -5.92 -3.09 1.48  0.609
H -5.17 -0.66 -2.07  0.437
H -2.76 -0.54 -1.49  0.073
C 7.91 3.39 -2.77  -0.388
C 7.09 2.56 -2.13  -0.243
C 6.35 1.50 -2.85  0.356
O 5.60 0.75 -2.26  -0.451
C 6.57 1.39 -4.31  -0.366
C 7.39 2.21 -4.95  -0.385
C 8.13 3.28 -4.23  0.366
O 8.88 4.03 -4.82  -0.571
H 8.46 4.17 -2.26  0.400
H 6.92 2.62 -1.06  0.432
H 6.02 0.61 -4.82  0.432
H 7.56 2.15 -6.02  0.391
C -10.40 -6.21 0.67  -0.396
C -9.50 -5.52 1.36  -0.362
C -8.38 -4.81 0.67  0.368
O -7.56 -4.18 1.30  -0.459
C -8.31 -4.92 -0.80  -0.109
C -9.20 -5.62 -1.49  -0.459
C -10.32 -6.32 -0.81  0.329
O -11.14 -6.96 -1.44  -0.558
H -11.22 -6.73 1.14  0.385
H -9.54 -5.42 2.43  0.419
H -7.49 -4.40 -1.28  0.358
H -9.16 -5.71 -2.57  0.412

---

[2]
The following is a quantum chemistry calculation of 3 unconnected molecules or ions with the total composition C34H45ClF16IN6O6S4 at a distorted geometry, from the Open Molecules 2025 dataset.

As for the molar mass: 1228.363 g/mol. The HOMO-LUMO gap comes out at 6.461 eV. Its LUMO energy is -4.015 eV. The net charge is +1. The spin multiplicity is 1.

Last column: Mulliken charge in e.
Atoms and positions in Å:
C -0.29 1.06 4.18  -0.590
N 0.04 0.44 2.81  -0.143
C 0.07 -1.07 3.12  -1.785
C 0.11 -2.01 1.78  1.438
N -0.33 -3.45 2.10  -0.431
C 0.15 -3.83 3.33  0.117
S 1.17 -4.36 4.63  -0.003
N -0.84 -1.25 0.82  1.158
C -2.33 -1.05 0.89  -0.553
C -3.22 -2.42 1.04  0.271
C -4.82 -1.95 1.20  -0.685
S -5.16 -1.12 2.87  -0.018
C -5.31 0.77 2.64  -0.129
S -4.49 1.77 3.78  -0.086
N -6.13 1.42 1.54  0.255
C -5.75 2.19 0.30  -0.077
C -7.10 2.61 -0.56  -0.363
N -8.20 2.05 0.32  -0.493
C -7.66 1.35 1.55  -0.103
C -0.09 -0.73 -0.22  -0.482
C -0.52 0.12 -1.56  -0.617
C 0.15 1.64 -1.62  -0.216
C 0.52 2.00 -3.18  -0.698
C -0.68 1.69 -4.25  -0.593
S -2.21 2.76 -4.05  1.084
O -1.97 4.11 -3.33  -0.637
O -2.67 3.14 -5.52  -0.582
Cl -3.78 1.72 -3.17  -0.196
C 1.50 -1.06 -0.03  -0.196
C 2.52 -1.02 -1.31  -0.282
N 3.63 0.05 -1.16  -0.634
C 1.57 -2.31 1.04  -0.768
I 3.42 -1.90 2.13  0.165
C 1.84 -3.79 0.39  -0.754
C 0.89 -4.16 -0.90  0.110
C 0.17 -5.66 -0.77  -0.602
O -1.28 -5.59 -0.55  -0.327
C -2.02 -5.24 -1.78  0.689
C -3.68 -5.20 -1.71  -0.895
O -1.47 -4.94 -2.97  -0.557
H -1.47 1.14 4.32  0.110
H 0.25 2.10 4.35  0.304
H 0.08 0.37 5.08  0.286
H 1.05 0.76 2.66  0.243
H -0.92 -1.26 3.75  0.451
H 0.97 -1.22 3.85  0.538
H -2.53 -0.42 1.88  -0.114
H -2.79 -0.43 0.02  0.132
H -3.13 -3.13 0.08  -0.315
H -2.98 -3.00 2.04  0.282
H -5.15 -1.18 0.37  0.370
H -5.50 -2.93 1.21  0.378
H -4.62 2.42 0.01  0.351
H -7.20 3.19 -1.59  0.309
H -8.20 0.81 2.44  0.305
H -1.67 0.27 -1.72  -0.028
H -0.13 -0.46 -2.53  0.275
H 1.14 1.62 -0.99  0.196
H -0.62 2.43 -1.17  0.359
H 1.47 1.40 -3.56  0.334
H 0.80 3.14 -3.24  0.368
H -0.97 0.53 -4.29  0.273
H -0.23 1.92 -5.33  0.475
H 1.85 -0.14 0.65  0.511
H 2.00 -0.87 -2.35  0.269
H 3.12 -2.05 -1.38  0.213
H 3.94 0.37 -2.10  0.287
H 3.27 0.89 -0.64  0.271
H 2.96 -3.76 -0.03  0.502
H 1.81 -4.68 1.15  0.420
H 1.54 -4.21 -1.90  0.420
H 0.03 -3.39 -1.12  -0.187
H 0.43 -6.27 -1.76  0.311
H 0.64 -6.30 0.12  0.313
H -4.12 -6.11 -2.35  0.330
H -4.11 -4.23 -2.25  0.271
H -4.09 -5.20 -0.61  0.273
C -0.13 8.63 -5.66  -0.719
C -0.41 8.47 -7.16  0.899
C -1.60 9.26 -7.68  0.079
F -2.76 8.88 -7.10  -0.203
F -1.76 9.06 -9.02  -0.278
F -0.52 7.15 -7.46  -0.260
F 0.71 8.90 -7.83  -0.335
O -0.64 7.60 -4.81  -0.362
C -1.99 7.75 -4.41  0.702
C -2.89 6.61 -4.91  1.209
F -2.90 6.55 -6.27  -0.238
F -4.18 6.80 -4.52  -0.284
F -2.44 8.97 -4.77  -0.283
F -1.97 7.75 -3.05  -0.289
H 0.96 8.58 -5.54  0.406
H -0.39 9.63 -5.29  0.309
H -1.47 10.34 -7.52  0.289
H -2.55 5.65 -4.53  -0.560
C 7.41 -4.58 7.49  -0.694
C 6.90 -5.76 6.65  0.856
C 7.58 -5.93 5.30  0.095
F 7.39 -4.86 4.49  -0.187
F 7.07 -7.00 4.63  -0.277
F 5.55 -5.67 6.52  -0.264
F 7.12 -6.90 7.38  -0.328
O 6.62 -3.39 7.43  -0.405
C 6.91 -2.51 6.34  0.696
C 5.72 -2.34 5.39  0.276
F 5.33 -3.52 4.85  -0.170
F 6.03 -1.52 4.35  -0.266
F 8.03 -2.94 5.71  -0.263
F 7.24 -1.32 6.90  -0.292
H 7.35 -4.89 8.54  0.413
H 8.48 -4.38 7.33  0.342
H 8.66 -6.09 5.41  0.275
H 4.86 -1.91 5.92  0.232

---

[3]
The following is a quantum chemistry calculation of 5 unconnected molecules or ions with the total composition C34H45F13N4O6S2 at a distorted geometry, from the Open Molecules 2025 dataset.

As for the molar mass: 916.864 g/mol. The HOMO-LUMO gap comes out at 7.654 eV. The structure (SMILES) is CCOCC[C@@]1(CC=O)OS(=O)(=O)O[C@@]1(CCC(F)(F)C(F)(F)C(F)(F)C(F)(F)S(F)(F)(F)(F)F)CC(C)C.c1cc[nH]c1.c1cc[nH]c1.c1cc[nH]c1.c1cc[nH]c1. Its LUMO energy is -0.311 eV. The spin multiplicity is 1.

Last column: Mulliken charge in e.
Atoms and positions in Å:
C 2.27 3.25 3.03  -1.014
C 1.75 2.10 3.85  -0.469
O 0.33 1.99 3.73  -0.124
C -0.10 0.64 3.79  -0.476
C -1.61 0.59 3.71  -2.434
C -2.21 0.66 2.33  1.139
C -1.89 -0.62 1.52  -0.461
C -2.63 -1.82 2.06  -0.353
O -2.21 -2.46 3.00  -0.512
O -3.68 0.60 2.59  -0.581
S -4.44 0.98 1.24  1.389
O -4.69 -0.14 0.40  -0.368
O -5.54 1.80 1.60  -0.721
O -3.27 1.84 0.62  -0.414
C -2.13 1.99 1.52  1.668
C -0.78 2.03 0.81  1.205
C -0.82 2.09 -0.73  -1.724
C 0.19 1.17 -1.38  0.970
F 0.03 -0.10 -0.92  -0.273
F -0.06 1.12 -2.71  -0.364
C 1.68 1.65 -1.21  0.080
F 1.68 2.82 -0.53  -0.266
F 2.21 1.91 -2.44  -0.287
C 2.60 0.62 -0.51  0.547
F 2.09 0.39 0.72  -0.006
F 2.57 -0.51 -1.26  -0.291
C 4.09 1.09 -0.45  0.493
F 4.64 0.83 -1.67  -0.302
F 4.20 2.42 -0.24  -0.243
S 5.14 0.19 0.88  1.541
F 4.23 -1.10 0.78  -0.302
F 6.11 -0.42 -0.21  -0.337
F 6.10 1.44 0.99  -0.333
F 4.23 0.81 2.01  -0.259
F 5.99 -0.53 2.00  -0.360
C -2.47 3.18 2.42  -1.503
C -2.18 4.59 1.88  0.214
C -0.76 5.11 2.22  -1.426
C -2.49 4.82 0.40  -1.643
H 3.36 3.20 3.00  0.418
H 1.89 3.24 2.02  -0.023
H 2.00 4.21 3.47  0.389
H 2.23 1.18 3.52  0.418
H 1.98 2.28 4.90  0.319
H 0.37 0.09 2.98  0.190
H 0.25 0.18 4.71  0.744
H -2.01 1.35 4.37  0.402
H -1.91 -0.36 4.13  0.553
H -2.05 -0.48 0.46  0.588
H -0.83 -0.84 1.66  0.455
H -3.57 -2.11 1.58  0.436
H -0.27 2.92 1.16  -0.542
H -0.15 1.20 1.10  -0.561
H -1.77 1.78 -1.15  0.452
H -0.66 3.10 -1.08  0.407
H -1.96 3.10 3.37  0.197
H -3.52 3.13 2.64  0.673
H -2.86 5.25 2.43  0.892
H -0.80 6.17 2.43  0.467
H -0.11 4.97 1.36  0.276
H -0.36 4.56 3.07  0.206
H -1.60 4.65 -0.21  0.279
H -3.34 4.25 0.04  0.334
H -2.73 5.87 0.26  0.490
C 3.10 0.53 -7.15  -0.642
C 4.48 0.80 -6.92  -0.440
C 4.59 1.32 -5.66  -0.519
N 3.33 1.38 -5.12  0.096
C 2.42 0.90 -6.02  -0.253
H 2.66 0.12 -8.04  0.386
H 5.29 0.62 -7.61  0.398
H 5.45 1.65 -5.11  0.363
H 3.11 1.72 -4.20  0.351
H 1.37 0.86 -5.78  0.395
C -6.53 -3.34 -3.09  -0.487
C -6.87 -3.57 -1.73  -0.316
C -6.45 -2.48 -1.01  -0.585
N -5.88 -1.60 -1.88  0.131
C -5.92 -2.11 -3.15  -0.598
H -6.71 -4.00 -3.92  0.394
H -7.36 -4.44 -1.32  0.463
H -6.52 -2.25 0.04  0.427
H -5.48 -0.71 -1.63  0.212
H -5.52 -1.57 -3.99  0.373
C -6.29 -8.53 -0.28  -0.374
C -6.42 -8.47 -1.70  -0.317
C -7.62 -7.88 -1.98  -0.557
N -8.22 -7.57 -0.79  0.022
C -7.42 -7.96 0.25  -0.520
H -5.47 -8.93 0.28  0.394
H -5.71 -8.83 -2.42  0.404
H -8.09 -7.64 -2.91  0.380
H -9.12 -7.13 -0.69  0.192
H -7.72 -7.80 1.27  0.377
C 10.82 -1.09 -0.39  -0.584
C 10.87 -2.04 0.66  -0.513
C 9.70 -1.94 1.36  -0.435
N 8.94 -0.97 0.77  0.059
C 9.61 -0.45 -0.30  -0.298
H 11.58 -0.91 -1.14  0.390
H 11.68 -2.72 0.88  0.390
H 9.34 -2.48 2.22  0.360
H 8.03 -0.68 1.07  0.265
H 9.18 0.33 -0.90  0.366

---

[4]
The following is a quantum chemistry calculation of a molecular structure, C34H46AlBeBr5F10N2O12S3 at a distorted geometry, from the Open Molecules 2025 dataset.

As for the molar mass: 1396.439 g/mol. The HOMO-LUMO gap comes out at 2.540 eV. Its LUMO energy is -4.745 eV. The spin multiplicity is 1.

Last column: Mulliken charge in e.
Atoms and positions in Å:
C 4.03 2.55 3.81  -1.731
C 4.24 1.69 2.54  2.165
O 5.60 1.27 2.43  -0.645
C 3.78 2.41 1.25  -1.078
N 2.77 1.55 0.58  0.238
C 1.87 2.33 -0.26  -0.965
C 0.82 3.07 0.61  0.015
O -0.33 2.22 0.64  0.220
C -1.27 2.50 1.60  -0.259
C -0.78 1.77 2.96  -1.521
C 0.43 0.85 2.78  0.261
C 0.26 -0.40 1.91  -0.547
C 1.53 -1.15 1.68  0.516
C 2.35 -1.58 2.64  0.216
C 3.47 -2.27 2.30  -1.069
C 3.79 -2.56 1.04  -1.029
C 2.93 -2.10 0.01  -0.766
C 1.85 -1.42 0.38  -0.630
O -1.06 3.87 2.00  -0.318
S -1.96 4.97 1.22  0.453
O -1.37 6.24 1.38  -0.585
O -1.67 4.57 -0.39  -0.213
C -2.93 4.02 -0.78  -1.324
C -3.22 2.58 -0.27  0.804
Br -2.33 1.42 -1.63  0.006
C -4.79 2.49 -0.35  -0.658
C -5.37 1.81 -1.61  -1.447
C -5.51 0.27 -1.49  -0.680
C -6.61 -0.09 -0.48  -1.561
C -6.45 -1.51 0.14  0.957
F -5.16 -1.78 0.34  -0.228
F -7.02 -1.42 1.35  -0.346
C -7.18 -2.52 -0.78  0.473
F -7.02 -2.28 -2.05  -0.250
F -8.47 -2.34 -0.57  -0.272
S -6.81 -4.35 -0.48  1.504
F -6.45 -4.13 1.04  -0.302
F -8.32 -4.63 -0.04  -0.315
F -7.24 -4.69 -1.98  -0.328
F -5.29 -4.20 -0.98  -0.441
F -6.54 -5.90 -0.26  -0.297
C -2.75 2.19 1.16  -0.424
C -3.15 0.68 1.33  0.772
C -4.08 0.45 2.54  0.467
O -4.98 1.09 2.78  -0.426
Br -3.70 -1.12 3.66  -0.170
H 4.89 3.20 4.02  0.449
H 3.04 3.12 3.83  0.320
H 3.97 1.85 4.65  0.359
H 3.63 0.79 2.67  -0.972
H 5.61 0.34 2.68  0.407
H 4.63 2.64 0.60  0.389
H 3.36 3.36 1.58  0.465
H 3.32 0.94 -0.01  0.230
H 2.47 3.04 -0.86  -0.105
H 1.35 1.66 -0.96  0.549
H 0.69 4.05 0.16  0.467
H 1.31 3.19 1.58  0.242
H -0.48 2.51 3.70  1.073
H -1.68 1.14 3.54  0.306
H 1.33 1.37 2.45  -1.747
H 0.70 0.49 3.77  1.966
H -0.23 -0.19 0.96  0.111
H -0.43 -1.09 2.45  0.419
H 2.10 -1.39 3.68  0.438
H 4.13 -2.65 3.07  0.454
H 4.66 -3.13 0.76  0.713
H 3.06 -2.28 -1.05  0.576
H 1.17 -1.07 -0.39  0.449
H -3.69 4.77 -0.53  0.551
H -2.93 3.97 -1.87  0.381
H -5.22 1.96 0.51  0.307
H -5.24 3.48 -0.32  0.646
H -6.41 2.16 -1.67  0.531
H -4.92 2.12 -2.55  0.409
H -4.56 -0.24 -1.35  0.563
H -5.88 -0.04 -2.47  0.439
H -7.58 -0.11 -1.00  0.618
H -6.74 0.60 0.35  0.682
H -3.40 2.71 1.87  0.789
H -3.71 0.29 0.48  -0.874
H -2.30 0.02 1.49  -0.167
Be -3.83 -6.05 -1.22  0.128
C 0.70 -6.33 -1.22  -1.028
S 2.18 -5.71 -0.39  0.577
O 2.91 -4.86 -1.36  -0.545
C 3.03 -7.29 -0.34  -0.801
H 0.03 -5.50 -1.40  0.286
H 0.98 -6.79 -2.17  0.312
H 0.21 -7.06 -0.58  0.378
H 3.16 -7.68 -1.35  0.409
H 2.46 -7.99 0.27  0.498
H 4.03 -7.13 0.12  -0.019
N 5.96 -3.74 -2.97  0.917
O 5.84 -4.15 -4.13  -0.664
O 6.36 -4.48 -2.06  -0.554
O 5.67 -2.53 -2.70  -0.640
C 4.51 4.99 -3.32  -0.391
C 4.56 5.47 -4.56  -0.431
C 4.33 4.60 -5.74  0.273
O 4.37 5.03 -6.86  -0.507
C 4.04 3.16 -5.48  -0.616
C 3.99 2.68 -4.24  0.073
C 4.22 3.56 -3.05  0.208
O 4.18 3.15 -1.91  -0.395
H 4.67 5.61 -2.46  0.485
H 4.76 6.51 -4.77  0.435
H 3.87 2.54 -6.35  0.465
H 3.78 1.63 -4.04  0.505
Br -1.21 0.72 5.18  0.019
Al 5.55 0.62 -3.67  0.805
Br 5.81 -8.22 0.58  -0.108
F 1.46 3.20 3.77  -0.772
Br 7.48 -7.96 -1.15  0.020

---

The highest HOMO-LUMO gap belongs to which entry? C34H45F13N4O6S2

---

Among the records above, which one has the highest HOMO-LUMO gap? C34H45F13N4O6S2

---

The highest HOMO-LUMO gap belongs to which entry? C34H45F13N4O6S2